Here is a 3-piece molecular cluster, C18H27ClN3O3 overall from the OMol25 dataset. Energies are from the ωB97M-V functional and the def2-TZVPD basis.

Results
HOMO (hartree): -0.43344
Lowest unoccupied orbital energy (eV): -3.572
F_max (hartree/bohr): 0.1539
Charge: +1

Each line ends with the Löwdin charge.
CARTESIAN COORDINATES (ANGSTROEM)
C1 -2.893884 -0.845312 1.677537  0.07
C2 -1.879843 -1.325891 0.969990  -0.11
C3 -0.570914 -1.909481 0.258345  -0.20
C4 0.436071 -0.806252 -0.347449  -0.15
C5 0.559082 0.560039 0.495697  -0.10
N1 1.570598 0.507265 1.622746  0.07
C6 1.701322 -0.411263 2.755384  -0.11
O1 0.865446 -1.554689 3.043159  0.01
C7 1.804169 -2.561697 3.504118  -0.19
N2 2.667408 -3.339337 3.910586  0.18
C8 2.886009 -0.072986 3.725315  0.09
N3 3.439509 1.106854 3.044334  0.08
C9 2.706881 1.436716 1.837345  -0.10
C10 3.191405 2.687095 0.944337  -0.53
Cl1 4.627657 3.603198 1.689760  0.60
C11 3.693617 2.250609 -0.557319  -0.24
C12 4.584608 0.873841 -0.499285  -0.11
H1 -3.860365 -0.779313 2.315600  0.06
H2 -0.951363 -2.543094 -0.657012  0.10
H3 -0.057658 -2.691587 0.955290  0.12
H4 0.141992 -0.539075 -1.425022  0.13
H5 1.482642 -1.321251 -0.418305  0.13
H6 0.981158 1.360986 -0.243334  0.12
H7 -0.432413 0.991106 0.885451  0.14
H8 3.251248 -0.561887 4.694299  0.16
H9 4.272595 1.521494 3.490680  0.14
H10 2.335723 3.453849 0.869785  0.12
H11 2.790578 2.034394 -1.237666  0.10
H12 4.346774 3.117461 -0.980104  0.12
H13 3.956080 -0.016702 -0.119556  0.07
H14 5.423229 1.055478 0.284044  0.08
H15 5.038704 0.607401 -1.536506  0.10
C13 -3.734695 -5.455990 -1.961430  -0.02
C14 -3.446441 -3.986109 -1.816522  -0.47
O2 -2.633898 -3.576192 -1.001616  0.02
C15 -4.197863 -3.040286 -2.714382  -0.01
H16 -3.121580 -6.017121 -1.251681  0.09
H17 -4.787383 -5.651233 -1.745201  0.09
H18 -3.488201 -5.784901 -2.973356  0.09
H19 -5.271031 -3.128199 -2.531521  0.09
H20 -3.971889 -3.261903 -3.759802  0.09
H21 -3.888873 -2.014080 -2.499174  0.08
C16 -1.266805 4.636684 -0.896672  -0.03
C17 -1.538120 3.359238 -1.646156  -0.51
O3 -0.704598 2.874239 -2.395131  0.04
C18 -2.876557 2.702866 -1.436073  -0.02
H22 -0.264916 4.996624 -1.145130  0.08
H23 -1.993738 5.398761 -1.185743  0.09
H24 -1.316378 4.454137 0.179352  0.08
H25 -3.675178 3.378909 -1.749267  0.09
H26 -2.997902 2.433910 -0.384106  0.08
H27 -2.932017 1.792676 -2.038632  0.08

Atoms 1-3, force components in eV/Å:
4.954 -3.466 -3.440
-4.276 2.201 3.703
-1.325 -0.431 -0.559